This record from the Open Molecules 2025 dataset describes a 2-piece molecular cluster, C5H7NO overall. The level of theory is ωB97M-V with the def2-TZVPD basis set.

charge: 0
DFT total energy: -324.568815 Ha
HOMO-LUMO gap: 9.756 eV
structure (SMILES): CC1=CC1.N=C=O

Element x y z (Å)
C (-0.27387, -1.74877, 1.55118)
C (-0.13518, -0.63823, 0.66872)
C (-0.17373, -0.25788, -0.57298)
C (-1.09567, 0.48337, 0.37764)
H (0.01131, -2.84282, 1.24752)
H (-1.47653, -1.67124, 1.50454)
H (-0.04907, -1.58119, 2.59739)
H (0.16645, -0.38628, -1.57436)
H (-2.13445, 0.41736, 0.35623)
H (-0.88375, 1.53637, 0.56557)
N (1.60800, 1.42323, -2.32724)
C (1.17758, 1.83842, -1.26286)
O (0.90248, 2.59509, -0.41080)
H (2.35642, 0.83256, -2.72056)

Forces on the atoms, in the same order (eV/Å):
C -2.9 -2.7 0.7
C -0.5 0.9 -1.7
C 0.1 0.1 0.8
C 2.2 1.5 -0.5
H -0.2 2.3 0.2
H 2.3 -1.0 0.6
H 0.3 0.1 0.1
H -0.3 -0.4 -0.3
H -2.0 -1.2 -0.2
H 0.5 -0.3 0.4
N -0.2 -0.5 0.3
C 2.3 1.5 -1.6
O -0.5 -1.0 0.0
H -1.1 0.6 1.0

Results of the natural (NBO) charge analysis, in e, for atoms 1 through 4: -0.6451, 0.0256, -0.2277, -0.4394